DFT (ωB97M-V/def2-TZVPD) results for C50H52N4O3S3Ta as an isolated structure in a non-equilibrium geometry.

* Kohn-Sham gap: 0.2694 hartree
* LUMO: -7.61 eV

The geometry in ORCA input format:
```
! wB97M-V def2-TZVPD RIJCOSX def2/J DEFGRID3
* xyz 3 1
H 7.235 -1.126 1.112
C -3.041 -1.369 -0.752
H -2.969 0.694 -2.681
H 4.247 0.138 4.676
C -3.619 -2.056 0.273
C -0.140 4.412 -0.482
H -4.690 0.433 -2.387
S 0.486 -1.500 0.858
H 0.447 2.044 -6.920
C 3.234 0.063 -3.513
C -3.765 0.815 -1.950
C -0.236 1.046 -5.152
H 2.903 -1.442 -6.520
O -2.467 0.368 2.932
C 1.857 -2.026 -4.746
C 2.342 -0.736 -2.804
H -0.795 0.284 -3.227
C 1.197 2.985 -5.149
H 3.892 -2.562 -1.130
C 4.351 0.477 0.359
C 0.509 1.992 -3.091
H -4.161 -4.097 -0.062
H -5.843 -0.743 2.618
O -2.825 2.336 1.433
H -3.738 -3.740 1.601
N 1.802 1.121 -0.805
H 1.333 -2.839 -5.228
H -6.285 1.023 -0.019
C 0.218 -3.220 1.115
C -4.452 -1.144 1.023
N -0.821 1.504 -0.807
S 0.530 1.948 -1.329
H 1.647 7.169 0.315
C 5.630 -1.984 -0.018
H -3.938 2.961 4.596
C 2.739 -1.238 -5.471
H -1.138 -5.154 3.525
H -0.552 1.276 4.495
H 1.729 3.753 -5.691
H 6.101 1.033 1.455
H 1.130 -3.921 -0.705
H 2.676 -2.904 2.113
H 3.782 0.861 -3.028
H -0.726 -2.770 3.001
H -4.692 -2.045 2.960
C -0.260 -5.861 1.700
H -0.812 0.310 -5.696
C 1.598 0.298 2.576
C 1.662 -0.998 2.084
H -0.444 -6.902 1.927
C -3.457 0.064 -0.667
H -1.228 -1.333 -1.913
C -3.929 1.984 4.113
N -0.790 -0.730 0.972
H -4.286 1.260 4.847
C -5.292 -1.570 2.175
H -3.902 1.884 -1.786
H -5.041 2.185 0.408
C 1.444 6.152 0.012
C 2.251 3.990 -0.661
H -1.892 0.903 5.598
N 1.178 -1.471 -0.595
H 3.067 3.317 -0.883
C 3.422 -0.193 -4.859
H 0.830 0.991 2.258
C 3.524 -0.180 3.936
C 6.247 -0.967 0.702
H -4.604 2.008 3.265
H 4.112 0.412 -5.430
C -3.488 -3.510 0.567
H 3.519 5.646 -0.187
H -1.849 -2.942 -1.578
H 6.135 -2.928 -0.167
C 4.372 -1.781 -0.556
H -2.641 -1.933 -2.779
C -0.420 -3.545 2.310
C 0.927 3.566 -0.759
C 2.501 5.295 -0.271
C 3.580 -1.472 3.429
C 1.224 2.976 -3.764
C 0.473 2.024 -5.839
H 0.673 -6.294 -0.179
H -1.449 2.579 5.289
C 0.132 5.714 -0.090
H 1.769 3.741 -3.231
C 2.646 -1.893 2.496
H 0.951 -2.381 -2.828
C -2.145 -1.918 -1.806
H 4.342 -2.158 3.773
C 3.754 -0.547 -0.358
Ta -1.930 0.785 0.571
C 5.612 0.250 0.893
C -5.430 1.195 0.640
C -1.537 1.594 4.834
H -0.683 6.386 0.134
H 2.497 1.705 3.914
C -0.228 1.027 -3.767
C 0.627 -4.189 0.213
O -0.863 2.783 2.332
C -2.521 1.641 3.690
C -0.651 -4.878 2.601
C 0.371 -5.521 0.513
C 2.541 0.703 3.511
C -4.432 0.102 0.436
H -2.477 -3.872 0.381
C 1.645 -1.779 -3.397
S 2.161 -0.371 -1.092
H -5.818 1.216 1.654
C -2.006 2.443 2.493
H -3.074 -0.294 3.285
H -1.161 4.067 -0.562
H -6.018 -2.323 1.865
H 3.848 1.420 0.511
*
```

DFT (ωB97M-V/def2-TZVPD) results for C50H53BrN5O2PTeTi as an isolated structure in a non-equilibrium geometry.

* Kohn-Sham gap (alpha / beta): 0.1611 / 0.2392 hartree
* ⟨S²⟩: 2.05
* LUMO (alpha / beta): -5.70 / -5.69 eV

The geometry in ORCA input format:
```
! wB97M-V def2-TZVPD RIJCOSX def2/J DEFGRID3
* xyz 2 3
H -3.056 0.414 3.320
H 1.200 -2.837 -3.668
H 0.147 -7.395 -0.112
H -3.990 4.319 0.736
H 0.145 -5.330 -2.856
H 3.647 0.306 -0.102
H -0.247 -1.709 -4.828
H -2.583 3.138 2.207
H -4.861 -2.021 -3.741
H -2.419 -1.431 -4.728
H 1.609 -2.393 5.946
H 1.261 2.605 1.475
C -0.834 3.230 -1.394
H -1.258 2.231 3.724
C -2.044 0.201 3.670
H -1.567 -7.352 -0.501
H 3.972 -0.290 -5.148
H 2.510 2.970 -3.147
C -4.128 3.428 0.135
C -0.540 -5.493 -0.838
H 4.904 2.111 4.766
C 5.021 1.119 -3.882
C -1.632 1.809 -3.547
H 2.047 -3.007 1.067
O -2.634 0.100 -0.223
H -1.531 -3.474 2.331
C -3.268 2.319 0.357
C -0.112 -3.393 -1.973
C 1.866 -3.969 2.964
P 1.917 -0.156 1.512
H -1.257 -5.262 1.154
H 8.125 2.280 -4.601
H -3.602 -1.472 -1.108
C 4.167 -0.110 -4.093
C -6.034 4.545 -1.066
C 3.367 -0.572 0.478
C -2.072 -1.812 -3.768
H 4.977 4.166 -2.404
C 6.642 3.347 -3.471
C -5.295 2.194 -1.537
H -4.915 -3.246 -2.486
C -0.394 -2.626 -0.828
C -1.894 3.169 -3.520
Te 2.336 0.277 -3.054
H -7.052 4.314 -0.748
C -1.252 -2.742 1.570
H -0.371 -7.415 -1.794
H 3.998 4.351 4.258
H -0.783 0.184 -2.423
C -0.915 -4.740 0.267
C -1.005 1.239 -2.461
C -5.120 3.377 -0.822
H -0.746 -1.490 3.875
H -2.400 3.658 -4.341
H -6.074 4.799 -2.126
C 1.741 -3.806 4.338
H 3.085 2.412 -1.569
O -0.194 -1.329 -0.827
C -0.586 -6.995 -0.813
H 1.923 -4.963 2.539
H -2.138 -1.002 -3.044
N -4.197 -1.348 -1.913
H -1.912 1.203 -4.398
C 1.941 -2.860 2.136
C 4.105 2.220 4.046
H 1.724 -0.427 4.484
C 3.121 2.224 -2.642
H 4.016 0.125 3.626
C 5.356 3.319 -2.963
H -3.093 -3.699 -4.101
C 2.061 2.499 2.196
C -1.636 -1.224 3.305
N -1.432 1.509 1.746
C -1.110 1.306 3.160
H 4.192 -0.855 1.132
N -0.637 -2.112 -3.982
C -1.474 3.901 -2.427
C 7.122 2.262 -4.196
C 0.202 -2.746 -3.245
H 6.693 0.309 -4.956
H -2.075 0.225 4.761
Br -0.192 4.301 0.023
H -6.089 2.145 -2.274
N -0.626 1.919 -1.367
C 1.886 -1.570 2.666
H -1.627 4.968 -2.362
C -4.323 -2.415 -2.877
H 1.703 -4.671 4.987
H -0.068 1.002 3.277
H -2.436 -1.905 3.605
N -1.302 -1.502 1.882
H 3.143 -1.379 -0.216
C 2.577 3.622 2.827
C 1.692 -2.529 4.876
H -5.494 -0.059 -2.881
C 6.316 1.157 -4.397
C 3.595 3.481 3.757
C 4.536 2.210 -3.169
H -2.503 -3.481 -2.460
C 2.561 1.234 2.483
C -4.507 1.036 -1.334
C -0.851 -3.345 0.309
C 1.759 -1.417 4.046
H 7.269 4.212 -3.307
C -3.432 1.134 -0.384
C 3.597 1.100 3.407
C -4.752 -0.117 -2.094
H 4.644 -0.991 -3.665
C -0.131 -4.788 -1.958
C -2.954 -2.964 -3.306
H -5.705 5.427 -0.519
Ti -0.812 0.011 0.477
H 2.187 4.604 2.592
C -2.381 2.356 1.471
*
```

DFT (ωB97M-V/def2-TZVPD) results for C50H53ClKN3O7P2Se as an isolated structure in a non-equilibrium geometry.

* Kohn-Sham gap: 0.2236 hartree
* LUMO: 3.70 eV

The geometry in ORCA input format:
```
! wB97M-V def2-TZVPD RIJCOSX def2/J DEFGRID3
* xyz -2 1
H -3.469 4.903 -0.803
C -2.687 -1.517 -2.497
H -7.158 0.243 3.258
C -0.477 -2.690 2.522
O -1.186 0.666 -1.763
H -2.180 1.762 2.740
C -6.224 -0.239 3.089
H -6.175 -2.192 -0.779
H 1.666 -3.907 -4.686
Cl 1.312 4.635 -3.275
C -3.868 -1.513 2.590
H -2.894 -2.105 2.504
H 2.525 -0.005 4.489
C 0.864 3.729 -1.748
H 2.545 -2.859 0.987
C -3.328 2.876 -0.172
H -2.165 4.158 3.241
C 1.794 5.955 0.426
H 0.344 -0.280 -6.509
O 0.160 -2.288 1.426
H -0.879 -0.949 3.767
O 1.163 -1.094 3.542
C -0.174 -1.379 -3.336
H 3.589 7.810 0.138
H -5.568 1.324 1.787
C 3.038 -2.024 0.481
H 6.595 5.289 -1.538
H -0.535 0.544 -4.387
H 1.329 5.009 0.578
N 2.835 -1.828 -0.864
H -6.810 -4.039 0.756
H 4.038 -6.200 0.083
C -0.100 -1.729 3.657
C -2.481 3.824 2.270
H -5.122 -0.200 -0.690
H -6.717 -1.869 4.343
C 4.784 4.401 -1.142
H 0.189 -2.997 0.707
O 0.208 0.863 -1.228
C 0.613 1.120 4.484
H 0.321 -7.381 1.681
H -2.921 -0.924 -3.382
H 0.229 4.387 -1.129
C 0.921 -6.669 1.116
H 2.654 -7.817 1.478
H -2.708 -5.411 0.579
C -5.762 -3.953 0.458
C 6.231 7.894 -0.583
H -4.999 -5.781 1.301
H -0.769 -5.412 0.696
H -2.587 -2.572 -2.867
C 3.110 5.742 -0.144
H -2.164 -3.407 -0.888
C -4.803 -2.048 3.477
H 5.447 2.387 -0.862
H 3.092 -4.407 -0.970
C 3.973 6.836 -0.123
N -3.787 -1.500 -1.541
H 1.881 6.412 1.419
H 2.902 0.349 -2.997
C -5.365 0.324 2.181
C 3.723 -0.229 -2.629
H -0.117 -2.387 4.528
C 1.086 -2.107 -5.687
H 6.990 7.898 0.238
H 6.260 3.219 -2.231
O -0.060 1.211 3.449
C 5.284 6.732 -0.575
H -3.894 0.515 -1.725
C -4.758 -4.881 0.719
H -4.520 -3.031 3.902
C -4.124 -2.668 -0.824
C 3.822 -1.012 0.876
C -0.107 -0.491 -4.417
H 5.721 8.828 -0.588
H -3.572 2.465 -1.197
C -4.172 -0.364 1.834
O -1.383 -3.499 2.589
C -5.441 -2.879 -0.370
C -6.003 -1.470 3.655
C -4.048 -0.214 -0.939
C 3.495 4.498 -0.681
C 1.453 -0.219 4.612
C -2.856 4.742 1.285
H 6.851 7.885 -1.515
C 2.372 -5.044 -0.456
C 0.486 -2.639 -3.405
C -3.456 -4.674 0.305
H 2.188 -2.406 -1.330
C 2.995 -6.065 0.194
C 5.327 3.105 -1.671
C 1.105 -2.987 -4.583
H 1.295 -0.748 5.585
C -2.991 1.984 0.792
H 4.563 2.632 -2.328
C 2.262 -6.887 1.019
K 1.014 0.384 1.204
C -2.528 2.469 2.002
P -1.047 -0.982 -1.789
Se 2.353 2.965 -0.755
C -3.118 -3.572 -0.496
C 3.514 -0.712 -1.272
H 4.162 -0.952 1.925
C 0.293 -5.543 0.456
O 0.732 1.884 5.457
C -3.304 4.291 0.044
H 1.242 6.569 -0.246
C 0.480 -0.887 -5.609
P -2.898 0.137 0.516
H 0.283 2.783 -1.947
H 0.563 -3.218 -2.491
C 5.628 5.506 -1.128
H 1.599 -2.509 -6.566
H -2.799 5.826 1.422
H 4.628 0.358 -2.661
H 3.954 -1.096 -3.331
C 1.043 -4.584 -0.286
N 4.140 -0.185 -0.225
*
```